# C4H4N2O

A 2-piece molecular cluster, C4H4N2O overall at a distorted geometry (ωB97M-V/def2-TZVPD, the Open Molecules 2025 dataset).

Calculated values
E (a.u.): -339.50814
Maximum force (eV/Å): 1.08
Net charge: 0
SMILES: [H]/N=C/C=C=O.C#N

CARTESIAN COORDINATES (ANGSTROEM)
1 H -2.01929 1.24729 -0.20414
2 N -1.15452 0.71119 -0.22229
3 C -0.15219 1.47893 -0.01980
4 C 1.22622 1.02372 0.00102
5 C 1.56418 -0.23488 -0.25983
6 O 1.88838 -1.31946 -0.49177
7 H -0.26004 2.55486 0.15235
8 H 2.03844 1.70434 0.21944
9 C -1.06715 -2.37382 0.26230
10 N -0.76791 -3.44717 0.55843
11 H -1.29612 -1.34499 0.00430

=====

# C9H7N2P

One molecule with the formula C9H7N2P at a distorted geometry (ωB97M-V/def2-TZVPD, the Open Molecules 2025 dataset).

Calculated values
E (a.u.): -797.93560
Maximum force (eV/Å): 4.06
Net charge: 0
SMILES: C1=c2pc3[nH]ccc3cc2=NC1

CARTESIAN COORDINATES (ANGSTROEM)
1 C 1.19877 -2.65283 -0.08823
2 C 0.91600 -1.29883 -0.15434
3 P 2.01797 0.07663 -0.46202
4 C 0.78561 1.35641 -0.24560
5 N 0.95211 2.71396 -0.20411
6 C -0.23310 3.37831 -0.11582
7 C -1.19216 2.51649 0.23397
8 C -0.61276 1.22098 0.11466
9 C -1.25723 0.04138 0.25989
10 C -0.55617 -1.20101 -0.01567
11 N -1.10969 -2.39493 0.04958
12 C -0.05198 -3.37626 0.01489
13 H 2.25250 -2.89007 -0.10377
14 H 1.90317 3.11914 -0.17263
15 H -0.37362 4.39552 -0.24329
16 H -2.17246 2.83253 0.42170
17 H -2.33630 -0.07862 0.59436
18 H -0.12446 -3.95110 -0.91370
19 H -0.00621 -3.80769 1.03011

=====

# C5H14N2O

A 2-piece molecular cluster, C5H14N2O overall at a distorted geometry (ωB97M-V/def2-TZVPD, the Open Molecules 2025 dataset).

Calculated values
E (a.u.): -383.57507
Maximum force (eV/Å): 3.56
Net charge: 0
SMILES: C=CCCNCN.O

CARTESIAN COORDINATES (ANGSTROEM)
1 C -0.49095 -2.10229 -0.85891
2 C -0.63364 -0.78703 -0.59557
3 C 0.44556 0.20084 -0.88635
4 C 0.58557 1.34121 0.15534
5 N 1.37681 1.03650 1.38587
6 C 0.71926 0.24499 2.49673
7 N 0.77074 -1.18685 2.18843
8 H -1.19448 -2.85684 -0.52586
9 H 0.34813 -2.49936 -1.42086
10 H -1.54052 -0.55163 -0.03573
11 H 0.35770 0.58043 -1.91551
12 H 1.40150 -0.42942 -0.97521
13 H -0.47099 1.53560 0.31084
14 H 1.24859 2.16877 -0.10386
15 H 2.32102 0.76272 1.20147
16 H -0.33689 0.55037 2.59531
17 H 1.25663 0.48156 3.42474
18 H 1.33158 -1.64238 2.92530
19 H 1.08468 -1.37349 1.25661
20 O -2.40742 1.07990 -3.45341
21 H -2.48242 1.56099 -2.61596
22 H -2.94023 0.32350 -3.08136